Molecular formula: C4H11N2
Method: DFT, ωB97M-V with the def2-TZVPD basis set

The geometry in XYZ format:
```
17
Properties=species:S:1:pos:R:3:forces:R:3:mulliken_charge:R:1
C 0.092 -1.127 1.756 0.6 -0.4 -0.8 -1.047
C 0.923 -1.043 0.481 2.3 -1.8 0.6 -0.436
C 0.154 -1.028 -0.826 0.8 2.2 0.5 -0.706
N -0.673 0.238 -0.851 -0.1 0.0 0.0 -0.184
C -0.147 1.436 -0.936 -0.3 -1.5 0.1 0.249
N -0.851 2.534 -0.974 -0.1 1.6 0.4 -0.339
H 0.792 -1.316 2.567 -0.3 0.2 0.3 0.338
H -0.504 -0.231 1.933 -0.1 -0.2 0.2 0.294
H -0.474 -2.045 1.614 -0.7 0.2 0.5 0.311
H 1.802 -0.399 0.610 -0.7 1.1 -0.6 0.400
H 1.580 -1.965 0.468 -1.1 0.3 -0.2 0.361
H 0.839 -0.881 -1.690 -0.6 -1.0 0.4 0.295
H -0.540 -1.865 -0.802 0.1 0.0 -0.7 0.358
H -1.665 0.149 -0.658 0.1 0.1 -0.2 0.270
H 0.943 1.481 -0.982 -0.3 0.2 0.0 0.333
H -0.416 3.431 -0.807 0.4 -0.2 -0.3 0.265
H -1.855 2.630 -0.902 -0.1 -0.7 -0.1 0.236
```
Positions in Å, forces in eV/Å.

Computed properties:
E_HOMO ... -15.079 eV
Charge ... +1
Orbital gap ... 11.5 eV
SMILES ... CCCNC=[NH2+]
Energy above the lowest of the compared OMol25 structures with the same formula, charge and spin ... 82.99 kJ/mol
Energy ... -7300.0879 eV
F_max ... 0.05771 Eh/bohr

---

Molecular formula: C5H36B4CrO5
Method: DFT, ωB97M-V with the def2-TZVPD basis set

The geometry in XYZ format:
```
51
Properties=species:S:1:pos:R:3:forces:R:3:mulliken_charge:R:1
Cr -2.119 0.550 -1.241 -0.1 0.8 -0.8 -0.903
B -2.788 -1.321 -1.758 -0.7 -2.6 -0.4 0.432
H -1.853 -1.087 -2.325 2.6 0.7 -1.3 -0.026
H -2.562 -1.280 -0.666 0.4 -0.3 2.8 -0.183
H -3.542 -0.551 -2.059 -1.9 2.3 -0.4 0.036
H -3.160 -2.338 -2.096 -0.7 -1.5 -0.5 -0.189
B -1.658 1.628 -3.047 0.1 1.0 -0.8 0.346
H -1.865 2.408 -2.271 -0.5 2.2 1.7 -0.069
H -1.516 2.119 -4.059 0.5 0.6 -1.6 -0.188
H -0.816 1.039 -2.615 2.5 -1.6 0.2 0.058
H -2.571 0.995 -3.141 -2.5 -1.7 -0.3 0.053
B -3.506 1.501 0.056 -1.2 0.8 1.0 0.549
H -3.346 0.453 0.410 0.2 -2.6 0.9 -0.196
H -4.286 1.998 0.712 -1.0 0.9 1.1 -0.187
H -2.531 2.044 0.087 2.3 1.5 0.2 -0.019
H -3.911 1.530 -0.983 -1.1 -0.1 -2.7 -0.016
B -0.307 0.472 -0.133 1.7 -0.5 1.1 0.203
H -0.248 -0.328 -0.909 0.4 -2.0 -1.8 0.062
H -1.208 0.256 0.488 -2.0 -0.7 1.9 0.158
H 0.645 0.496 0.487 1.5 0.2 1.0 -0.856
H -0.464 1.462 -0.631 -0.5 2.5 -1.3 0.297
C 3.093 -0.739 -2.970 0.9 0.7 -0.7 -0.587
O 1.715 -0.573 -2.779 0.1 -0.5 0.0 -0.392
H 3.665 0.092 -2.548 0.0 -0.1 0.3 0.166
H 3.566 -1.678 -2.669 -0.5 -0.2 0.4 0.271
H 3.316 -0.653 -4.037 -0.4 -0.1 -0.1 0.262
H 1.499 -0.711 -1.850 -0.1 0.1 0.0 0.245
C 0.723 1.202 4.114 0.6 -0.6 -0.3 -0.560
O 0.869 1.802 2.837 -0.2 -0.5 0.3 -0.522
H 0.811 0.112 4.040 -0.2 -0.1 -0.1 0.140
H 1.593 1.469 4.716 -0.4 0.4 0.3 0.291
H -0.242 1.416 4.577 0.1 0.3 0.2 0.255
H 0.590 1.112 2.220 0.0 0.5 -0.5 0.202
C -1.732 -1.603 2.639 0.1 0.3 0.0 -0.087
O -1.438 -2.783 1.924 -0.4 -0.7 0.0 -0.551
H -2.120 -1.806 3.642 0.1 -0.1 0.0 0.335
H -0.771 -1.096 2.712 -0.3 0.4 0.1 -0.086
H -2.463 -1.013 2.082 0.2 0.3 0.1 0.008
H -2.277 -3.178 1.669 0.2 -0.1 -0.2 0.276
C 3.768 1.845 -0.562 0.0 0.3 0.3 -0.390
O 3.741 2.637 -1.739 -0.1 -0.3 -0.3 -0.513
H 3.092 1.006 -0.709 0.0 0.1 -0.1 -0.068
H 4.765 1.457 -0.340 0.1 0.0 -0.1 0.357
H 3.414 2.388 0.317 -0.1 0.1 0.0 0.327
H 4.292 3.418 -1.661 0.1 -0.1 0.3 0.267
C 2.005 -2.526 1.772 0.0 -0.4 0.0 -0.441
O 1.157 -3.448 1.135 0.0 -0.4 -0.4 -0.581
H 3.000 -2.975 1.776 0.0 0.1 0.2 0.321
H 2.083 -1.575 1.238 -0.2 0.1 0.1 0.084
H 1.671 -2.383 2.804 0.2 0.3 0.1 0.182
H 0.229 -3.263 1.345 0.1 0.2 0.0 0.430
```
Positions in Å, forces in eV/Å.

Computed properties:
E_HOMO (spin up / spin down) ... -5.924 / -7.124 eV
2S+1 ... 4
Charge ... -1
Orbital gap (spin up / spin down) ... 8.2 / 9.9 eV
Energy above the lowest of the compared OMol25 structures with the same formula, charge and spin ... 160.57 kJ/mol
Energy ... -47125.1464 eV
F_max ... 0.05877 Eh/bohr

---

Molecular formula: C2H4N2O2
Method: DFT, ωB97M-V with the def2-TZVPD basis set

The geometry in XYZ format:
```
10
Properties=species:S:1:pos:R:3:forces:R:3:mulliken_charge:R:1
C -1.747 0.770 -0.474 3.1 -0.5 -0.5 0.098
C 1.407 -0.698 0.457 0.9 -0.5 0.5 -0.456
N 0.001 -0.420 -1.526 -0.8 0.4 -0.2 -0.176
N 0.934 -0.703 -0.908 1.0 -1.1 -1.3 0.035
O -1.220 1.901 0.059 0.5 1.8 -0.6 -0.236
O -1.253 0.666 0.786 -0.1 -1.2 1.9 -0.298
H -2.757 0.758 -0.592 -3.1 -0.3 -0.6 0.269
H 1.536 -1.753 0.820 -0.6 0.8 -0.5 0.211
H 0.598 -0.162 0.955 1.0 0.2 1.0 0.342
H 2.499 -0.359 0.423 -1.9 0.3 0.3 0.211
```
Positions in Å, forces in eV/Å.

Computed properties:
E_HOMO (spin up / spin down) ... -8.311 / -7.330 eV
Charge ... 0
Orbital gap (spin up / spin down) ... 9.0 / 7.9 eV
Energy above the lowest of the compared OMol25 structures with the same formula, charge and spin ... 920.88 kJ/mol
Energy ... -9205.6787 eV
F_max ... 0.06163 Eh/bohr

---

Molecular formula: C23H24AuN8O
Method: DFT, ωB97M-V with the def2-TZVPD basis set

The geometry in XYZ format:
```
57
Properties=species:S:1:pos:R:3:forces:R:3:mulliken_charge:R:1
Au -1.689 0.613 -0.192 0.3 0.1 0.0 0.285
C 4.954 1.379 0.852 0.8 0.2 0.0 -1.283
C 3.473 0.968 0.800 -0.1 -1.0 1.1 -0.234
C 3.271 -0.272 -0.022 -0.5 0.7 -1.1 0.548
C 4.128 -1.353 0.134 -0.6 -0.6 -1.4 -0.720
C 4.065 -2.443 -0.745 -0.4 0.1 0.9 -0.701
C 3.154 -2.447 -1.792 0.2 0.3 0.0 -0.683
C 2.276 -1.367 -1.976 0.2 0.7 -0.4 0.873
C 1.445 -1.344 -3.267 -0.2 -0.3 1.3 -0.934
C 2.181 -1.205 -4.599 -0.5 0.4 -0.4 -1.217
C 2.270 -0.262 -1.048 1.5 -2.6 -0.1 -0.522
N 1.156 0.577 -0.950 -1.2 1.8 -0.3 -0.031
C 1.085 1.796 -1.398 2.2 -0.7 -0.7 -0.110
C 0.016 2.728 -1.237 -1.5 0.1 0.8 0.629
C -0.039 4.102 -1.677 -1.0 0.5 0.5 -0.723
C -1.242 4.625 -1.225 0.8 0.2 -0.7 -0.713
C -1.921 3.577 -0.556 1.1 -2.2 0.8 -0.189
N -1.170 2.443 -0.537 0.2 2.9 -1.0 -0.231
H 5.072 2.472 0.966 -0.1 -0.5 0.0 0.381
H 5.457 1.084 -0.107 -0.3 0.3 0.9 0.363
H 5.532 0.920 1.708 -0.8 0.3 -1.0 0.288
H 2.796 1.734 0.446 0.2 0.4 0.0 0.244
H 3.105 0.677 1.801 0.2 0.6 0.0 0.352
H 4.882 -1.361 0.890 0.3 0.2 0.4 0.444
H 4.682 -3.307 -0.516 0.0 0.1 -0.3 0.400
H 3.157 -3.297 -2.498 -0.2 0.7 0.4 0.447
H 0.643 -0.632 -3.090 0.0 0.6 -0.6 0.345
H 0.894 -2.254 -3.281 -0.3 -1.1 0.0 0.483
H 2.392 -0.169 -4.763 0.3 0.8 -0.2 0.339
H 1.530 -1.493 -5.461 0.5 -0.1 0.8 0.343
H 3.156 -1.696 -4.660 -0.4 -0.3 0.2 0.334
H 1.951 2.200 -1.979 -0.6 -0.1 0.4 0.305
H 0.723 4.632 -2.221 0.1 -0.1 0.0 0.469
H -1.683 5.615 -1.329 0.5 -0.2 -0.1 0.434
H -2.849 3.555 -0.005 -0.2 0.3 -0.2 0.555
N -5.515 0.016 3.168 0.0 0.0 0.0 -0.371
C -5.150 1.258 2.786 -1.6 0.7 -2.0 0.649
O -5.686 1.855 1.837 1.2 -0.7 1.5 -0.612
C -4.100 1.888 3.596 0.1 -0.1 0.8 0.579
C -3.416 3.059 3.254 1.1 0.7 -0.5 0.114
N -2.655 3.909 3.018 -1.0 -0.7 0.1 -0.419
C -3.813 1.327 4.852 0.9 -0.9 2.4 -0.048
N -3.558 0.837 5.895 -0.6 1.0 -2.4 -0.334
H -5.129 -0.423 3.991 -0.2 0.0 -0.1 0.205
H -6.367 -0.335 2.753 0.2 -0.1 0.1 0.265
N -0.739 -3.949 2.075 -0.4 -0.4 0.0 -0.393
C -1.490 -3.230 1.202 -1.3 -2.2 0.1 0.428
C -1.160 -1.929 0.840 0.0 -0.8 0.3 -0.088
N -1.973 -1.292 0.046 -2.0 -0.7 -1.7 -0.054
C -3.062 -1.874 -0.569 1.3 0.2 1.1 -0.169
C -3.347 -3.169 -0.166 -0.3 -0.2 0.0 -0.378
N -2.630 -3.863 0.710 2.0 1.5 0.7 -0.554
H 0.109 -3.639 2.513 -0.1 0.4 -0.2 0.193
H -1.092 -4.841 2.398 0.0 0.2 -0.3 0.247
H -0.262 -1.440 1.182 0.0 0.1 0.2 0.346
H -3.593 -1.275 -1.317 0.1 -0.4 0.6 0.420
H -4.225 -3.685 -0.525 -0.1 0.0 -0.3 0.404
```
Positions in Å, forces in eV/Å.

Computed properties:
E_HOMO (spin up / spin down) ... -10.999 / -10.929 eV
2S+1 ... 3
Charge ... +1
Orbital gap (spin up / spin down) ... 7.7 / 4.8 eV
Energy above the lowest of the compared OMol25 structures with the same formula, charge and spin ... 0.00 kJ/mol
Energy ... -41891.3557 eV
F_max ... 0.05923 Eh/bohr

---

Molecular formula: C4H3N3O6S
Method: DFT, ωB97M-V with the def2-TZVPD basis set

The geometry in XYZ format:
```
17
Properties=species:S:1:pos:R:3:forces:R:3:mulliken_charge:R:1
O 2.417 1.977 0.135 0.9 -0.2 0.4 -0.557
N 2.526 0.764 0.238 -0.3 1.3 -0.7 0.956
O 3.523 0.108 0.356 1.0 -0.2 0.2 -0.562
C 1.308 0.065 0.133 -3.6 -1.7 -0.2 -0.161
C 0.123 0.631 0.383 -0.1 0.3 -0.9 -0.674
C -1.083 -0.249 0.082 1.2 1.7 0.3 0.707
N -2.089 -0.138 1.211 -0.8 -0.6 -0.1 0.942
O -2.341 -1.175 1.768 -0.1 -0.8 0.4 -0.586
O -2.611 0.907 1.463 0.2 1.0 0.4 -0.538
N -1.724 0.575 -1.223 1.0 -3.6 2.7 0.941
O -2.286 1.539 -0.869 -0.9 2.1 -1.6 -0.479
O -1.510 0.009 -2.248 -0.3 0.8 -1.2 -0.549
S -0.541 -1.907 -0.100 0.2 0.1 0.0 -0.093
C 1.159 -1.352 -0.385 2.0 -1.0 0.2 -0.555
H -0.062 1.706 0.459 0.2 -0.4 0.6 0.421
H 1.257 -1.405 -1.480 0.5 0.3 0.3 0.350
H 1.934 -2.055 0.077 -1.3 0.8 -0.6 0.436
```
Positions in Å, forces in eV/Å.

Computed properties:
E_HOMO ... -10.082 eV
Charge ... 0
Orbital gap ... 8.6 eV
SMILES ... O=[N+]([O-])C1=CC([N+](=O)[O-])([N+](=O)[O-])SC1
Energy above the lowest of the compared OMol25 structures with the same formula, charge and spin ... 0.00 kJ/mol
Energy ... -31776.5739 eV
F_max ... 0.08925 Eh/bohr

---

Molecular formula: C4H10N3
Method: DFT, ωB97M-V with the def2-TZVPD basis set

The geometry in XYZ format:
```
17
Properties=species:S:1:pos:R:3:forces:R:3:mulliken_charge:R:1
C -2.393 -0.323 0.059 -1.8 -1.3 0.9 -0.915
N -1.097 0.037 -0.223 5.3 2.1 -0.5 0.006
C -0.578 1.325 0.214 -0.9 2.8 -1.1 -0.402
N 0.807 1.257 0.253 2.1 -0.6 -0.7 -0.446
N 1.182 0.135 -0.114 0.6 1.6 0.8 0.620
C 2.561 -0.330 -0.061 -0.7 -0.8 -1.2 -0.736
C 0.147 -0.798 -0.344 -3.2 -1.9 2.8 -0.492
H -2.751 0.214 0.904 -0.1 0.2 1.4 0.353
H -3.108 -0.005 -0.659 -0.5 -0.2 -1.4 0.303
H -2.457 -1.390 0.259 -0.3 -0.1 -0.1 0.353
H -0.715 1.911 1.191 -1.1 -1.4 -0.6 0.380
H -0.736 2.212 -0.557 0.0 -1.4 1.2 0.291
H 2.873 -0.575 -1.064 0.1 0.1 -0.5 0.336
H 2.557 -1.272 0.450 0.0 -0.4 0.7 0.324
H 3.207 0.378 0.351 0.7 1.2 0.8 0.342
H 0.230 -1.483 0.646 -0.2 0.5 -2.5 0.382
H 0.271 -1.294 -1.303 -0.1 -0.4 0.1 0.303
```
Positions in Å, forces in eV/Å.

Computed properties:
E_HOMO ... -13.236 eV
Charge ... +1
Orbital gap ... 7.9 eV
SMILES ... CN1CN=[N+](C)C1
Energy above the lowest of the compared OMol25 structures with the same formula, charge and spin ... 382.00 kJ/mol
Energy ... -8770.6400 eV
F_max ... 0.11162 Eh/bohr

---

Molecular formula: C4H7N5OS
Method: DFT, ωB97M-V with the def2-TZVPD basis set

The geometry in XYZ format:
```
18
Properties=species:S:1:pos:R:3:forces:R:3:mulliken_charge:R:1
C -2.251 -0.515 0.035 -1.1 -2.1 -0.2 0.453
C -1.023 -1.235 -0.567 0.8 0.0 2.2 -0.308
C 0.273 -0.463 -0.247 1.5 2.1 -0.6 0.298
C 2.516 0.425 0.071 -1.4 2.0 -2.2 0.394
H -2.947 2.191 1.550 -1.9 -2.2 -3.6 0.183
H -4.441 0.435 0.362 3.5 3.6 0.2 0.329
H -1.472 1.299 -0.521 -1.4 -0.8 0.4 0.381
H -0.942 -2.231 -0.030 -0.4 1.1 -1.0 0.266
H -1.234 -1.330 -1.641 0.5 -0.1 0.3 0.273
H 4.211 1.565 0.215 -1.0 -1.6 0.4 0.320
H 3.798 0.318 1.521 1.1 1.2 -4.3 0.353
N -3.465 1.598 0.182 -0.2 -2.6 3.0 -0.743
N -2.358 0.773 -0.253 0.2 2.8 0.1 0.064
N 0.411 0.858 -0.355 -0.2 -1.4 -1.6 -0.113
N 1.706 1.378 -0.385 -0.6 -2.2 2.3 -0.747
N 3.836 0.578 0.345 1.7 0.4 4.9 -0.572
O -3.156 -1.195 0.541 0.7 0.8 -0.2 -0.687
S 1.893 -1.141 0.107 -1.8 -1.0 0.0 -0.145
```
Positions in Å, forces in eV/Å.

Computed properties:
E_HOMO ... -8.955 eV
Charge ... 0
Orbital gap ... 9.0 eV
Energy above the lowest of the compared OMol25 structures with the same formula, charge and spin ... 595.64 kJ/mol
Energy ... -24587.9947 eV
F_max ... 0.10106 Eh/bohr